{
  "formula": "C49H42N7OS2Sc",
  "method": "wB97M-V/def2-TZVPD",
  "charge": 0,
  "relative_energy_ev": 4.657,
  "e_tot_ha": -3908.1103,
  "lumo_energy_ev": [-0.21, -0.21],
  "gap_ev": [5.812, 5.814],
  "symbols": ["C", "H", "Sc", "H", "C", "C", "H", "H", "H", "H", "C", "N", "C", "H", "C", "H", "S", "N", "C", "H", "C", "C", "C", "C", "H", "C", "H", "C", "C", "C", "C", "H", "C", "H", "H", "C", "C", "C", "H", "H", "C", "C", "N", "H", "H", "H", "N", "H", "C", "C", "C", "O", "C", "C", "C", "C", "C", "N", "C", "C", "C", "H", "C", "H", "H", "N", "C", "H", "C", "N", "C", "H", "H", "H", "H", "C", "H", "C", "H", "H", "C", "H", "H", "H", "H", "H", "C", "H", "C", "H", "C", "C", "C", "H", "C", "C", "H", "H", "S", "H", "C", "C"],
  "coordinates": [[1.95, 0.27, -3.43], [1.31, 0.23, -7.29], [-0.64, 0.05, -0.07], [0.50, -1.75, 4.80], [1.53, 1.47, -5.51], [-0.43, -4.85, -0.29], [2.64, 2.05, 1.44], [-6.42, 1.81, 1.15], [-0.69, 2.33, 5.69], [0.25, -6.79, 0.39], [-5.13, 2.81, -0.27], [1.79, -2.15, -3.49], [-1.30, -3.26, -4.69], [-0.82, -4.23, -4.66], [-0.24, -1.28, 2.82], [3.75, 3.27, -1.00], [-2.29, 1.98, -0.79], [-4.93, 1.63, -1.12], [-2.69, -0.70, -2.28], [-1.01, 3.07, 1.50], [3.77, 1.35, -1.87], [1.27, 4.97, 1.81], [-0.85, 2.36, 2.30], [1.57, 0.19, -1.91], [-5.65, 2.07, -3.71], [-0.85, 2.85, 3.60], [1.83, -3.00, -4.04], [-1.70, -2.65, -3.52], [1.56, -0.96, -5.57], [1.46, 0.22, -6.22], [-0.45, 0.16, 3.10], [-5.84, 0.11, -2.19], [3.02, 0.17, -2.26], [3.31, -3.42, 1.82], [-0.06, 6.64, 1.76], [2.46, -2.87, -1.25], [-6.47, 2.00, -3.00], [1.52, -2.22, -2.12], [-6.91, 1.00, -1.13], [-0.35, -0.04, 5.26], [0.37, -5.32, 1.92], [-2.55, -0.78, -4.77], [2.68, 3.01, 1.75], [-1.19, -3.09, -6.83], [-6.72, 3.01, -2.66], [1.82, 2.43, -3.64], [2.32, -2.72, 0.12], [3.57, -0.76, -2.33], [0.16, -3.97, 2.27], [-0.66, 1.01, 2.01], [3.17, 2.40, -1.29], [-2.03, -1.02, -1.23], [0.27, 4.35, -0.69], [1.77, 1.49, -4.18], [1.77, -0.99, -4.16], [0.46, -3.46, 3.56], [1.74, 3.84, 1.15], [0.82, -1.07, -1.69], [1.77, 2.36, -0.89], [-0.33, -3.06, 1.32], [-3.70, 1.20, -1.42], [-0.12, 4.08, -1.67], [1.25, 3.54, -0.13], [-2.29, -0.88, -6.90], [-3.03, 0.19, -4.79], [-0.49, -1.72, 1.59], [-0.47, 0.63, 4.42], [-6.38, 3.57, 1.29], [-0.22, 5.46, -0.02], [-3.61, 0.22, -2.35], [3.53, -3.65, -1.63], [-0.98, 6.08, -0.47], [0.86, -4.14, 4.31], [0.76, -6.00, 2.67], [-7.30, 2.81, -0.01], [-0.64, -3.54, 0.03], [-7.34, 1.59, -3.52], [-1.51, -2.62, -5.91], [-1.53, -3.13, -2.57], [3.87, -3.88, -2.62], [0.09, -5.76, 0.66], [2.69, 3.07, 2.75], [1.38, 2.40, -6.05], [-0.66, -5.20, -1.29], [-1.03, -2.85, -0.69], [0.00, -1.00, -2.30], [-6.09, 1.10, -1.83], [1.64, 5.20, 2.80], [-6.39, 2.73, 0.58], [-5.14, 3.71, -0.89], [0.30, 5.77, 1.23], [0.26, -2.15, 3.83], [0.99, 1.27, -1.11], [-4.25, 2.88, 0.38], [3.23, -3.40, 0.74], [-2.13, -1.38, -5.95], [4.84, 1.35, -2.03], [-1.00, 3.90, 3.79], [4.33, -4.26, -0.25], [1.47, -1.90, -6.10], [-2.33, -1.41, -3.55], [-0.67, 1.97, 4.67]]
}

{
  "formula": "C49H43As2BrN3O2Ti",
  "method": "wB97M-V/def2-TZVPD",
  "multiplicity": 3,
  "charge": 1,
  "relative_energy_ev": 1.467,
  "e_tot_ha": -10102.5839,
  "lumo_energy_ev": [-2.78, -3.26],
  "gap_ev": [5.935, 6.589],
  "s2": 2.0558,
  "symbols": ["H", "H", "C", "C", "C", "H", "C", "C", "As", "C", "C", "H", "H", "C", "C", "H", "H", "H", "H", "C", "H", "C", "H", "C", "C", "H", "C", "C", "C", "H", "H", "C", "Br", "H", "C", "H", "C", "H", "H", "H", "As", "H", "H", "C", "C", "C", "C", "C", "H", "H", "H", "C", "H", "C", "C", "N", "H", "H", "C", "H", "H", "C", "O", "Ti", "C", "H", "C", "C", "C", "C", "C", "H", "C", "H", "H", "C", "H", "C", "C", "H", "H", "H", "O", "H", "C", "N", "H", "C", "C", "H", "C", "C", "N", "C", "C", "C", "H", "H", "C", "H", "C"],
  "coordinates": [[-2.22, -3.36, 2.10], [4.14, -2.51, -3.04], [-4.08, 4.03, -3.95], [2.71, -1.25, -2.11], [2.92, 6.71, -2.23], [1.31, 1.59, -3.21], [-0.63, -3.46, -0.89], [3.62, 6.36, -3.37], [-1.93, 1.59, -1.24], [3.32, 1.77, 1.98], [0.75, -0.17, 5.30], [2.49, -0.69, -3.01], [-4.78, 3.86, -4.75], [2.01, -0.90, -0.94], [3.89, -3.01, -0.95], [2.99, 7.72, -1.85], [2.86, -3.26, 2.27], [1.56, 6.04, -0.70], [-0.12, -3.92, -2.92], [-4.57, -1.52, -2.49], [-2.64, -0.81, -3.10], [2.04, 4.47, -2.07], [-0.70, -5.30, -1.97], [1.08, -0.62, 4.04], [4.33, 1.04, 1.38], [5.06, 0.53, 1.99], [3.46, 1.62, -0.78], [-1.31, 3.05, 2.03], [-5.62, -0.29, -0.72], [-6.51, -1.97, -1.71], [4.21, 7.10, -3.89], [-0.11, -4.39, -1.94], [-2.53, -0.39, 1.99], [5.23, 0.46, -0.46], [0.66, 0.10, 2.91], [5.73, -5.65, 0.15], [5.03, -4.82, 0.17], [-0.74, 3.86, 2.49], [-1.58, 4.68, -1.07], [5.34, -4.30, -1.87], [0.89, 3.13, -1.15], [-6.46, -0.14, -0.06], [4.09, 4.79, -4.74], [-3.62, 5.32, -3.69], [2.77, 4.13, -3.20], [2.40, 2.29, -0.19], [-5.64, -1.32, -1.65], [2.37, 2.41, 1.20], [-1.37, 1.31, -3.71], [4.48, -5.14, 2.22], [1.03, -0.75, 6.17], [3.43, -3.50, 1.38], [-3.98, 1.97, -3.37], [-2.73, 5.54, -2.66], [-1.16, -3.94, 0.31], [0.94, -0.28, 1.62], [-0.19, 1.37, 6.45], [-0.24, -1.71, -2.03], [-0.08, 1.29, 3.08], [-0.44, 0.18, -2.71], [1.64, -1.52, 3.89], [-0.78, 1.22, -2.79], [-0.51, 1.88, 1.88], [-0.02, 0.55, 0.22], [-1.73, -3.03, 1.20], [-1.62, 3.37, 1.02], [-0.35, 1.75, 4.35], [-2.72, 3.19, -2.14], [-2.28, 4.48, -1.88], [2.13, 5.77, -1.59], [3.62, -2.26, -2.12], [-0.88, 2.68, 4.51], [-4.53, 0.55, -0.65], [-2.38, 6.54, -2.44], [-1.18, -4.99, 0.54], [4.33, -4.53, 1.35], [-2.20, 2.83, 2.63], [-0.61, -2.10, -1.09], [4.81, -4.07, -0.95], [-4.48, 1.35, 0.09], [2.74, 3.12, -3.59], [-3.96, 6.14, -4.29], [1.14, 0.08, -0.95], [0.24, 2.96, -3.56], [2.26, -1.62, 0.28], [1.75, -1.31, 1.46], [-4.57, -2.34, -3.20], [-1.65, -1.69, 0.91], [-3.63, 2.97, -3.18], [0.92, -4.66, -1.71], [3.55, 5.07, -3.85], [0.44, 2.15, -2.84], [-1.03, -1.17, -0.17], [-3.44, 0.37, -1.50], [4.42, 1.00, 0.00], [3.20, -2.71, 0.24], [3.25, 1.84, 3.06], [1.62, 3.05, 1.66], [-3.47, -0.67, -2.43], [3.54, 1.57, -1.86], [0.05, 1.02, 5.46]]
}

{
  "formula": "C49H43ClF11NO2SSi",
  "method": "wB97M-V/def2-TZVPD",
  "charge": 0,
  "relative_energy_ev": 2.050,
  "e_tot_ha": -4344.5522,
  "lumo_energy_ev": -0.62,
  "gap_ev": 8.429,
  "symbols": ["H", "H", "F", "H", "H", "C", "C", "F", "C", "C", "H", "C", "H", "C", "C", "O", "C", "C", "H", "C", "C", "H", "C", "H", "N", "H", "C", "H", "C", "H", "O", "H", "C", "H", "H", "C", "C", "C", "F", "C", "C", "C", "F", "H", "H", "H", "H", "F", "C", "H", "H", "H", "C", "C", "H", "C", "H", "H", "H", "C", "Cl", "C", "C", "F", "C", "F", "H", "C", "C", "H", "H", "H", "H", "C", "H", "F", "F", "H", "C", "C", "H", "H", "C", "C", "S", "C", "H", "C", "H", "C", "C", "H", "C", "C", "H", "C", "H", "H", "C", "C", "C", "F", "H", "C", "C", "C", "Si", "H", "F"],
  "coordinates": [[-4.94, -3.77, -7.01], [-0.55, -2.53, 0.83], [-1.37, 2.74, -4.25], [1.22, 1.99, 0.77], [3.76, 4.28, 4.85], [-1.40, -1.44, 5.58], [-7.51, -3.81, -5.25], [4.09, -0.25, 9.27], [4.12, 6.86, 1.98], [5.16, 0.46, 9.66], [-5.06, -3.85, -2.24], [3.86, 5.01, 4.06], [3.22, 8.27, 3.33], [7.37, 1.92, 10.47], [-2.24, 3.38, -7.71], [-2.42, -5.72, -0.91], [2.01, 1.18, 4.48], [-1.12, 2.87, -8.35], [3.00, 6.63, 5.19], [-5.75, -3.85, -3.08], [-1.67, -2.78, 3.61], [1.17, 1.67, 4.01], [-2.91, -3.22, 4.05], [-0.40, 2.26, -1.10], [-0.28, -2.07, -0.09], [-6.98, -1.72, -5.43], [6.11, 2.25, 10.96], [5.00, 5.23, 0.86], [-5.76, -2.34, -9.98], [0.80, 1.92, -8.11], [-0.34, -5.51, 0.55], [-6.29, -5.93, -2.88], [3.56, 7.25, 3.19], [4.00, 1.76, 10.92], [5.99, 3.07, 11.66], [-1.29, 2.78, -5.58], [-2.64, -1.88, 6.04], [-0.16, 2.28, -6.22], [4.84, 3.37, 2.67], [2.99, 4.11, -1.20], [1.89, 0.73, 5.79], [-3.49, -3.18, -10.04], [-0.13, -7.72, -2.08], [0.49, -3.09, -2.41], [8.24, 2.50, 10.79], [-3.02, -1.52, 7.00], [3.32, 1.34, 2.78], [-0.28, -5.68, -3.49], [-0.07, 2.32, -7.61], [0.65, 1.86, -5.62], [-1.05, 2.91, -9.44], [-4.36, -3.11, 5.64], [-5.96, -2.68, -3.80], [-4.82, -3.44, -8.04], [-7.84, -5.90, -4.81], [-0.91, -1.90, 4.36], [-6.60, -1.85, -10.46], [5.21, 0.19, 3.89], [-2.80, -4.14, -8.24], [2.95, 0.08, 6.43], [-2.38, -2.54, -2.56], [6.41, 0.13, 9.17], [3.43, 6.33, 4.24], [-5.30, -1.57, -3.45], [-2.33, 3.33, -6.32], [-1.20, -3.22, 2.43], [2.34, 4.92, -3.08], [7.53, 0.86, 9.58], [3.21, 0.99, 3.80], [0.06, -1.58, 3.99], [6.52, -0.71, 8.49], [8.51, 0.61, 9.19], [-2.56, -3.33, -10.57], [2.69, 3.29, -0.12], [-3.49, -3.90, 3.44], [1.52, -5.86, -1.92], [4.17, 4.75, -1.24], [-4.45, -2.18, -11.69], [-3.40, -2.77, 5.28], [-6.43, -5.01, -3.44], [0.16, 3.71, -3.03], [3.41, 3.18, 0.68], [0.87, 3.60, -2.21], [4.99, 1.52, 10.55], [-0.91, -5.27, -0.87], [4.15, -0.12, 5.74], [4.21, 7.57, 1.16], [4.56, 5.54, 1.80], [-3.05, 3.82, -8.29], [-6.83, -2.65, -4.88], [-3.63, -3.64, -8.72], [-3.21, 3.72, -5.80], [-4.56, -2.53, -10.67], [0.10, -6.26, -2.15], [-8.19, -3.80, -6.10], [1.47, 2.63, -0.08], [-0.81, -0.74, 6.18], [0.74, -1.87, -0.13], [0.56, 2.78, -1.13], [-7.31, -4.99, -4.53], [4.42, 4.63, 2.84], [-7.03, -2.61, -8.01], [2.83, -0.25, 7.45], [4.28, 0.34, 4.43], [-5.88, -2.79, -8.67], [2.09, 4.27, -2.25], [-0.66, -3.18, -1.47], [4.97, -0.62, 6.23], [0.74, 0.91, 6.45]]
}